1.
91
Properties=species:S:1:pos:R:3:forces:R:3:lowdin_charge:R:1 method="wB97M-V/def2-TZVPD" charge=0 smiles="C=CC1=C(O)C(=O)c2c(CCN)cccc2C1=O.CC#N.CC#N.CC#N.CC#N.CC#N.CC#N.CC#N.CC#N.CC#N.CC#N" lumo_ev=-1.2
C 2.31527 -1.22858 5.06869 -2.002 2.309 -0.586 -0.011
C 1.29736 -0.11562 4.89587 2.415 -2.811 -0.777 -0.087
C 1.10537 0.43774 3.35927 4.041 2.281 -0.520 -0.031
C 2.31566 1.12409 2.75194 -2.984 -1.038 0.591 -0.105
O 3.57273 1.29591 3.49875 -2.676 0.682 -1.254 -0.061
C 2.21826 1.67017 1.17403 1.396 3.329 -1.561 -0.134
O 2.78390 2.82027 0.75939 -3.207 -7.126 2.644 -0.058
C 1.31383 0.68522 0.16938 -1.713 -1.986 -1.391 0.009
C 1.72064 0.42555 -1.41629 -2.762 -1.031 1.860 -0.053
C 3.06424 1.17059 -1.99223 0.043 -0.555 -0.128 -0.174
C 3.35486 0.91509 -3.59447 1.333 1.112 0.652 -0.291
N 4.46007 -0.13492 -3.73156 -1.091 0.021 0.772 -0.073
C 0.76233 -0.60841 -2.31415 -0.998 0.416 4.080 0.001
C -0.55983 -1.34447 -1.60174 1.837 2.087 1.998 -0.040
C -0.99050 -1.08569 -0.02019 3.964 2.586 -1.438 -0.010
C -0.01566 -0.07609 0.84032 0.646 -0.349 -2.241 -0.028
C -0.29072 0.24510 2.45854 -3.912 0.549 1.253 -0.162
O -1.52441 0.37785 2.98525 7.907 -1.060 -3.174 -0.046
H 3.39348 -1.16189 4.56097 -3.052 -0.473 0.253 0.079
H 2.07560 -2.23222 5.65723 0.746 2.896 -0.348 0.070
H 0.70363 0.30995 5.81036 0.371 -1.528 -2.268 0.108
H 3.69525 2.23600 3.82340 -0.621 -1.259 -0.790 0.108
H 3.98980 0.68595 -1.41513 -2.046 1.057 -1.081 0.121
H 3.11153 2.32634 -1.79137 -0.603 -2.464 -0.074 0.078
H 2.39479 0.67802 -4.22156 2.342 0.353 1.535 0.042
H 3.83325 1.92611 -4.00198 -1.310 -2.391 0.839 0.084
H 4.02775 -1.03252 -3.39826 0.993 1.036 -0.227 0.059
H 5.27011 0.12061 -3.09018 -1.622 -0.553 -1.026 0.069
H 1.04105 -0.84599 -3.44915 -0.789 0.640 2.952 0.073
H -1.25872 -2.10680 -2.19629 1.936 1.966 1.362 0.065
H -1.93285 -1.57616 0.49706 2.443 1.207 -1.334 0.073
C 1.01363 5.08386 -2.30231 -0.286 0.017 0.154 -0.069
C 2.01918 4.38303 -3.11844 0.823 -0.490 -0.489 -0.245
N 2.81364 3.82941 -3.76318 -1.342 1.421 1.031 0.153
H 0.07832 4.51776 -2.23886 0.271 -0.142 -0.169 0.086
H 1.36478 5.24426 -1.27750 0.169 -0.120 -0.308 0.066
H 0.76895 6.06702 -2.71801 0.284 -0.196 -0.056 0.081
C 5.59133 5.54446 -0.94124 0.214 -0.146 0.026 -0.066
C 4.36412 6.33370 -1.13979 -1.063 0.665 -0.168 -0.249
N 3.39465 6.95728 -1.29666 1.635 -1.023 0.253 0.135
H 5.40164 4.47033 -1.03898 -0.235 0.248 -0.018 0.077
H 6.36262 5.80468 -1.67382 -0.310 0.115 0.031 0.082
H 6.02104 5.70778 0.05272 -0.284 0.118 -0.135 0.082
C -5.18294 -3.05305 -0.08834 -0.105 0.036 0.041 -0.068
C -3.76968 -3.25044 -0.45177 1.021 -0.217 -0.390 -0.231
N -2.65316 -3.40635 -0.73884 -2.014 -0.038 0.413 0.126
H -5.84630 -3.68933 -0.68366 0.316 0.018 0.017 0.086
H -5.36673 -3.29019 0.96488 0.223 0.051 -0.307 0.020
H -5.50059 -2.01707 -0.24685 0.284 -0.132 -0.026 0.088
C 1.06229 -0.09499 -7.52901 0.039 0.078 -0.166 -0.061
C 0.84172 0.49314 -6.19716 -0.219 0.478 0.788 -0.215
N 0.66740 0.95780 -5.14500 -0.179 -0.610 -1.902 0.132
H 1.88713 -0.81534 -7.52147 -0.159 0.140 0.237 0.090
H 0.17398 -0.62422 -7.88970 0.297 0.262 0.344 0.017
H 1.30771 0.66978 -8.27343 -0.046 0.091 0.339 0.086
C 6.70420 3.22007 5.76880 0.230 -0.134 0.042 -0.075
C 5.47699 4.00931 5.57024 -1.031 0.654 -0.168 -0.270
N 4.50752 4.63288 5.41337 1.548 -1.090 0.202 0.126
H 6.51451 2.14594 5.67105 -0.194 0.247 -0.026 0.081
H 7.47549 3.48029 5.03621 -0.299 0.105 0.047 0.082
H 7.13391 3.38339 6.76275 -0.264 0.118 -0.145 0.082
C 0.62032 4.56096 -6.05726 0.049 0.071 0.128 -0.097
C 0.42747 4.34637 -7.50126 -0.223 -0.167 -1.184 -0.270
N 0.27504 4.17687 -8.64203 0.251 0.222 1.831 0.108
H 1.67862 4.51526 -5.77938 -0.228 -0.089 -0.298 0.050
H 0.24457 5.53943 -5.73995 -0.001 -0.089 -0.313 0.081
H 0.09690 3.80502 -5.46241 0.097 -0.035 -0.308 0.065
C -5.10825 -5.14650 4.24206 -0.204 0.174 -0.130 -0.104
C -5.96631 -4.31068 3.38562 -0.569 0.730 -0.566 -0.239
N -6.64414 -3.65033 2.70900 0.900 -1.004 1.160 0.120
H -5.60591 -6.08012 4.52491 -0.077 0.532 -0.408 0.045
H -4.17468 -5.41752 3.73779 -0.313 0.107 -0.077 0.086
H -4.83711 -4.63084 5.16934 -0.177 0.117 -0.253 0.050
C -3.16225 -2.10020 -7.93324 -0.244 0.032 0.070 -0.066
C -1.74898 -2.29759 -8.29667 1.128 -0.265 -0.341 -0.239
N -0.63246 -2.45350 -8.58373 -2.004 0.062 0.397 0.133
H -3.82561 -2.73648 -8.52856 0.327 0.037 -0.002 0.084
H -3.34603 -2.33734 -6.88002 0.275 -0.006 -0.177 0.084
H -3.47990 -1.06422 -8.09174 0.285 -0.141 -0.047 0.085
C -7.50627 -2.36940 6.39923 -0.246 0.075 -0.100 -0.068
C -6.14676 -2.69141 6.86441 1.124 -0.236 0.404 -0.264
N -5.07272 -2.94586 7.23187 -1.753 0.301 -0.595 0.122
H -7.78830 -1.34237 6.65413 0.279 -0.168 0.056 0.085
H -7.59621 -2.46923 5.31239 0.265 -0.051 0.161 0.066
H -8.25475 -3.03105 6.84787 0.320 0.014 0.040 0.084
C -3.99045 -7.00731 8.03574 0.013 0.066 0.254 -0.060
C -4.18331 -7.22189 6.59175 -0.098 -0.283 -1.162 -0.220
N -4.33573 -7.39140 5.45097 0.577 -0.339 2.326 0.127
H -2.93215 -7.05301 8.31362 -0.153 -0.026 -0.294 0.086
H -4.36620 -6.02884 8.35306 0.020 -0.095 -0.303 0.076
H -4.51387 -7.76325 8.63059 0.027 0.029 -0.332 0.084

2.
88
Properties=species:S:1:pos:R:3:forces:R:3:lowdin_charge:R:1 method="wB97M-V/def2-TZVPD" charge=-2 lumo_ev=4.3 e_above_lowest_ev=0.000
Ag 0.28689 0.11624 1.04209 -0.044 -0.053 0.134 0.779
C 3.90234 2.82456 -0.68111 -0.007 0.011 -0.006 -0.075
C 2.60898 2.51897 0.07497 0.012 -0.008 -0.016 -0.387
C 2.75152 2.80454 1.57235 0.006 -0.009 -0.003 -0.070
C 1.42707 3.29186 -0.47764 -0.021 -0.006 0.028 -0.150
C 1.46646 4.67970 -0.50177 0.029 0.016 -0.034 -0.072
C 0.37117 5.41887 -0.91028 0.020 -0.025 0.010 -0.093
C -0.80088 4.76917 -1.25089 -0.023 0.009 0.021 -0.049
C -0.89541 3.38149 -1.21598 -0.022 0.015 -0.062 -0.148
C -2.22509 2.68981 -1.46546 0.000 0.017 0.033 -0.369
C -3.40753 3.53715 -0.98703 0.014 0.012 0.005 -0.101
C -2.43473 2.31647 -2.93554 -0.003 -0.011 -0.025 -0.059
C 0.24931 2.65191 -0.87738 0.052 -0.019 0.025 -0.184
N 0.20818 1.21878 -0.92038 -0.046 0.082 -0.101 0.012
C 0.33463 0.72819 -2.09910 0.020 0.000 0.021 -0.122
C 0.34502 -0.64023 -2.55440 0.004 -0.015 -0.009 -0.139
C 0.50186 -0.78434 -3.94393 0.004 0.003 0.008 -0.085
C 0.56237 -2.00208 -4.57760 0.001 -0.008 -0.008 -0.139
C 0.46185 -3.15163 -3.77592 0.003 -0.003 -0.009 -0.117
C 0.31147 -3.06917 -2.41947 -0.002 0.017 0.007 -0.044
C 0.23482 -1.81008 -1.72106 -0.008 0.026 0.014 -0.278
N 0.06604 -1.72526 -0.41014 0.051 -0.109 -0.048 0.014
C 0.13709 -2.91230 0.34165 0.001 0.047 -0.060 -0.220
C 1.37832 -3.52644 0.58599 0.047 -0.033 0.037 -0.156
C 1.42601 -4.68753 1.34939 0.005 0.017 0.011 -0.058
C 0.27492 -5.24363 1.87917 -0.019 -0.005 -0.009 -0.100
C -0.94183 -4.61037 1.66955 0.011 0.004 0.043 -0.052
C -1.03180 -3.44494 0.91909 -0.022 -0.019 -0.011 -0.133
C -2.34996 -2.72159 0.72782 0.013 0.005 -0.024 -0.371
C -3.40904 -3.10238 1.75917 0.033 0.002 -0.002 -0.106
C -2.91385 -2.92207 -0.68094 -0.013 0.001 -0.015 -0.050
C 2.67326 -2.89967 0.10097 -0.031 0.007 0.006 -0.374
C 3.53559 -3.88351 -0.69021 -0.013 0.027 0.007 -0.072
C 3.44365 -2.31021 1.28546 0.001 -0.011 0.006 -0.058
H 4.73057 2.23953 -0.27229 -0.004 -0.001 0.004 0.069
H 4.16590 3.88147 -0.59798 0.006 -0.001 0.006 0.069
H 3.80322 2.58529 -1.74256 0.002 0.001 -0.006 0.074
H 2.40420 1.45321 -0.04397 0.011 -0.001 -0.008 0.095
H 2.95317 3.86278 1.75586 -0.002 0.002 0.002 0.060
H 3.56618 2.21192 1.99968 0.003 -0.006 -0.004 0.073
H 1.82610 2.55901 2.09604 0.021 0.011 0.005 0.052
H 2.34721 5.19734 -0.14191 -0.003 0.000 0.003 0.096
H 0.41102 6.50001 -0.88167 0.004 0.011 -0.008 0.096
H -1.67793 5.35465 -1.49766 0.002 0.001 -0.002 0.101
H -2.22381 1.76324 -0.88262 -0.010 0.011 0.013 0.116
H -3.63132 4.33873 -1.69767 -0.005 -0.005 -0.017 0.067
H -3.20155 4.00935 -0.02425 -0.021 -0.055 0.009 0.075
H -4.29396 2.91262 -0.87707 0.004 0.003 -0.001 0.048
H -2.37648 3.21166 -3.56231 0.000 0.002 -0.002 0.079
H -3.42105 1.86593 -3.07335 -0.003 -0.004 0.001 0.077
H -1.68937 1.60430 -3.29066 -0.063 0.024 -0.005 0.052
H 0.46323 1.44897 -2.91663 0.039 -0.017 0.012 0.125
H 0.57963 0.12583 -4.53175 0.000 0.001 -0.002 0.100
H 0.68137 -2.07189 -5.65074 -0.001 -0.001 0.000 0.077
H 0.49740 -4.13332 -4.23880 0.002 -0.001 0.003 0.091
H 0.22301 -3.97672 -1.83684 0.000 -0.005 -0.005 0.108
H 2.38624 -5.15398 1.54568 -0.015 -0.005 0.008 0.099
H 0.32504 -6.14715 2.47589 0.000 -0.003 -0.003 0.086
H -1.83562 -5.02629 2.11801 0.004 -0.005 -0.004 0.093
H -2.13862 -1.65291 0.84052 -0.002 0.004 -0.008 0.105
H -3.79911 -4.10932 1.57993 -0.009 0.008 0.005 0.072
H -4.24284 -2.39989 1.69677 -0.022 -0.008 -0.018 0.051
H -3.00324 -3.08173 2.77381 -0.008 -0.002 0.016 0.075
H -3.14525 -3.97939 -0.84861 0.000 -0.002 0.001 0.079
H -2.20723 -2.60238 -1.44529 -0.024 -0.007 0.020 0.060
H -3.83278 -2.34277 -0.79936 0.000 0.006 -0.001 0.076
H 2.41448 -2.07201 -0.55800 0.007 -0.007 -0.026 0.117
H 3.83461 -4.73387 -0.07136 0.017 -0.002 -0.016 0.063
H 4.44617 -3.39474 -1.04679 -0.005 0.007 0.002 0.072
H 2.99087 -4.26369 -1.55604 0.002 -0.011 -0.001 0.070
H 3.74511 -3.09503 1.98533 -0.003 -0.004 -0.004 0.075
H 2.81892 -1.59988 1.82966 0.003 0.011 0.001 0.058
H 4.34411 -1.79175 0.94395 -0.005 0.001 0.000 0.073
N -2.75960 -0.07527 3.22723 -0.009 0.020 -0.002 0.102
C -3.10200 0.90495 2.36377 0.038 -0.038 -0.058 -0.989
N -2.28186 1.94740 2.30736 0.100 0.113 -0.073 0.105
S -4.51446 0.78101 1.42922 0.006 -0.006 0.027 0.466
H -1.82076 -0.10058 3.60308 -0.019 -0.006 0.011 0.061
H -3.26700 -0.93508 3.13247 0.010 -0.007 0.019 0.044
H -1.40290 1.99331 2.80689 -0.027 -0.029 0.058 0.052
H -2.45083 2.70828 1.67485 -0.076 0.039 -0.002 0.050
F 0.40176 -1.31244 3.65744 -0.005 -0.014 0.031 -0.146
C 0.67811 -0.02863 3.13055 0.072 -0.034 0.007 -0.414
F -0.07913 0.81665 4.00089 -0.013 0.022 -0.008 -0.164
H 1.70740 0.16629 3.45510 -0.004 0.000 0.007 0.041
S 1.32697 6.51427 2.68504 -0.026 -0.033 -0.024 0.282
C 0.26042 5.25319 2.46090 -0.018 0.025 0.042 -1.027
N -0.48245 4.36929 2.29882 -0.005 0.011 0.023 0.037